*w*
ORCA calculation (ωB97M-V with the def2-TZVPD basis set) on 2 unconnected molecules or ions with the total composition C3H9NS2.

Output
* SMILES string: C=CN.CSS
* Kohn-Sham gap: 8.73 eV
* HOMO energy: -8.1 eV
* M: 123.246 Da

Geometry as ORCA input:
```
! RIJCOSX wB97M-V def2-TZVPD def2/J DEFGRID3
* xyz 0 1
C -1.35222 0.35306 -1.51576
C -2.00905 1.13998 -0.66964
N -1.49727 2.31303 -0.14551
H -0.36199 0.58417 -1.88427
H -1.80925 -0.57029 -1.83179
H -3.06792 0.92731 -0.57003
H -0.49087 2.33315 -0.18961
H -1.96788 2.72584 0.63658
C 2.13917 -2.12309 0.59953
S 2.82411 -0.59950 1.25487
S 1.14686 0.62804 1.23261
H 2.96055 -2.83656 0.62755
H 1.80515 -1.99357 -0.42728
H 1.35523 -2.53499 1.23917
H 0.32539 -0.34656 1.64360
*
```


*x*
ORCA calculation (ωB97M-V with the def2-TZVPD basis set) on a single C3H9NS2 molecule.

Output
* SMILES string: NCCCSS
* Kohn-Sham gap: 7.95 eV
* HOMO energy: -8.7 eV
* M: 123.246 Da

Geometry as ORCA input:
```
! RIJCOSX wB97M-V def2-TZVPD def2/J DEFGRID3
* xyz 0 1
N 2.44653 -1.09366 -0.26955
C 1.00063 -0.83080 -0.13007
C 0.65931 0.63650 0.09237
C -0.80909 1.01714 -0.15211
S -1.89161 -0.08098 0.84169
S -3.85138 0.73068 -0.24023
H 2.57098 -1.77888 -1.00151
H 2.82696 -1.50240 0.57593
H 0.51650 -1.08811 -1.07694
H 0.65846 -1.45466 0.69440
H 0.77103 0.76514 1.18345
H 1.22939 1.27137 -0.59209
H -0.90637 2.01071 0.26777
H -0.99767 0.87466 -1.21532
H -4.22367 0.52328 1.02221
*
```


Which of them is the most stable, and which is the least stable? *w* and *x*, in that order.


*w*
ORCA calculation (ωB97M-V with the def2-TZVPD basis set) on 2 unconnected molecules or ions with the total composition C4H5Cl3.

Output
* Kohn-Sham gap (alpha / beta): 8.29 / 7.66 eV
* HOMO energy (alpha / beta): -8.9 / -8.3 eV
* M: 159.443 Da

Geometry as ORCA input:
```
! RIJCOSX wB97M-V def2-TZVPD def2/J DEFGRID3
* xyz 0 1
C 1.37979 1.80648 0.60209
C 0.73558 1.17639 -0.36167
C -0.69271 -1.62521 0.34400
C -1.44537 -0.48238 -0.15980
Cl 1.16694 0.95514 -1.89258
Cl 0.73581 -1.95549 -0.89876
Cl -1.90174 -0.58843 -1.73507
H 2.25991 2.46482 0.47167
H 1.14337 1.91198 1.67564
H -1.33091 -2.47649 0.10557
H -0.46961 -1.62350 1.43486
H -1.58105 0.43670 0.41405
*
```


*x*
ORCA calculation (ωB97M-V with the def2-TZVPD basis set) on a single C4H5Cl3 molecule.

Output
* SMILES string: C/C=C(\Cl)C(Cl)Cl
* Kohn-Sham gap: 10.74 eV
* HOMO energy: -10.0 eV
* M: 159.443 Da

Geometry as ORCA input:
```
! RIJCOSX wB97M-V def2-TZVPD def2/J DEFGRID3
* xyz 0 1
C 1.17389 -1.59956 0.19802
C 0.16675 -0.63934 -0.39863
C -0.12662 0.50595 0.13987
Cl 0.66565 1.10705 1.57761
C -1.14176 1.55035 -0.21404
Cl -2.47945 1.45830 0.97600
Cl -1.78381 1.47256 -1.90054
H 0.85538 -2.09060 1.09985
H 2.04664 -1.01274 0.47729
H 1.67982 -2.26792 -0.53456
H -0.32242 -1.03238 -1.27592
H -0.73408 2.54832 -0.14494
*
```


Which of them is the most stable, and which is the least stable? *x* and *w*, in that order.


*w*
ORCA calculation (ωB97M-V with the def2-TZVPD basis set) on a single C2H5N3 molecule.

Output
* SMILES string: N#CCNN
* Kohn-Sham gap: 10.51 eV
* HOMO energy: -9.8 eV
* M: 71.083 Da

Geometry as ORCA input:
```
! RIJCOSX wB97M-V def2-TZVPD def2/J DEFGRID3
* xyz 0 1
N 1.63115 -1.60785 1.48297
C 1.22123 -0.71815 0.88931
C 0.89068 0.43578 0.00748
N -0.55077 0.42328 0.24457
N -1.23517 -0.51650 -0.57535
H 1.31860 1.35270 0.42243
H 1.18604 0.19459 -1.02394
H -0.91231 1.37657 0.15814
H -2.09318 -0.79499 -0.10805
H -1.45626 -0.14544 -1.49755
*
```


*x*
ORCA calculation (ωB97M-V with the def2-TZVPD basis set) on a single C2H5N3 molecule.

Output
* SMILES string: [H]/N=C\N/C=N\[H]
* Kohn-Sham gap: 10.58 eV
* HOMO energy: -9.6 eV
* M: 71.083 Da

Geometry as ORCA input:
```
! RIJCOSX wB97M-V def2-TZVPD def2/J DEFGRID3
* xyz 0 1
H -2.31825 -1.07133 -0.06418
N -2.38692 -0.02477 -0.06668
C -1.20284 0.41707 -0.05379
N -0.02366 -0.27496 0.20057
C 1.20231 0.42659 0.07705
N 2.39707 -0.04679 -0.13391
H 2.45442 -1.11117 -0.12706
H -0.96647 1.44115 -0.14712
H -0.21914 -1.27122 0.07211
H 1.06348 1.51544 0.24301
*
```


*y*
ORCA calculation (ωB97M-V with the def2-TZVPD basis set) on 2 unconnected molecules or ions with the total composition C2H5N3.

Output
* SMILES string: N=C=N.C=N
* Kohn-Sham gap: 10.87 eV
* HOMO energy: -10.2 eV
* M: 71.083 Da

Geometry as ORCA input:
```
! RIJCOSX wB97M-V def2-TZVPD def2/J DEFGRID3
* xyz 0 1
N 0.23843 2.53569 1.75669
C -0.54838 1.63177 1.60672
N -0.95106 0.52226 1.26300
H 0.33040 3.16820 2.49766
H -1.71923 0.54436 0.61969
C 0.54668 -1.40426 -1.29101
N 0.05468 -2.03339 -2.30575
H 1.30509 -1.72021 -0.54907
H 0.05732 -0.45268 -1.10146
H 0.68608 -2.79175 -2.49648
*
```


Which of them is the most stable, and which is the least stable? *x* and *y*, in that order.


*w*
ORCA calculation (ωB97M-V with the def2-TZVPD basis set) on a single C23H30N4O3 molecule.

Output
* SMILES string: COCCNC(=O)NC(=O)CN1CCN(C(c2ccccc2)c2ccccc2)CC1
* Kohn-Sham gap: 8.82 eV
* HOMO energy: -8.0 eV
* M: 410.518 Da

Geometry as ORCA input:
```
! RIJCOSX wB97M-V def2-TZVPD def2/J DEFGRID3
* xyz 0 1
C -2.76064 3.38495 2.65685
O -2.45422 2.09624 3.13847
C -3.56255 1.36470 3.59147
C -4.51227 0.89264 2.47744
N -3.86908 -0.02917 1.57726
C -3.54876 0.29478 0.32034
O -3.78566 1.34392 -0.23450
N -2.91290 -0.74300 -0.41481
C -2.61188 -2.00937 -0.01170
O -2.80473 -2.41401 1.11924
C -1.99013 -2.90808 -1.08027
N -0.61099 -2.61246 -1.41634
C 0.21051 -2.31906 -0.25485
C 1.69156 -2.32094 -0.65735
N 2.01502 -1.48968 -1.79668
C 2.45270 -0.11305 -1.58362
C 3.71119 -0.07343 -0.74008
C 4.03731 1.04901 0.01049
C 5.21415 1.09158 0.73825
C 6.08590 0.01737 0.71947
C 5.78028 -1.09512 -0.04623
C 4.60593 -1.13702 -0.77509
C 1.36160 0.81907 -1.09429
C 0.94812 0.84042 0.23402
C -0.12534 1.62245 0.62601
C -0.78885 2.40721 -0.30297
C -0.36763 2.41684 -1.62079
C 0.70006 1.62814 -2.01123
C 1.08033 -1.71308 -2.87316
C -0.39403 -1.61753 -2.44710
H -3.35608 3.94488 3.38838
H -1.80730 3.88822 2.50644
H -3.30272 3.34655 1.70691
H -3.14096 0.49332 4.10038
H -4.14210 1.95740 4.31654
H -5.37420 0.40289 2.94091
H -4.86039 1.74056 1.88389
H -3.56419 -0.93576 1.92239
H -2.70951 -0.47401 -1.36872
H -2.59186 -2.87439 -1.99185
H -2.01985 -3.92650 -0.67583
H 0.04321 -3.09768 0.49275
H -0.06096 -1.34885 0.19030
H 2.30221 -2.02097 0.19469
H 1.95959 -3.34929 -0.93104
H 2.75229 0.23760 -2.58474
H 3.37161 1.89966 0.02530
H 5.45019 1.97053 1.32042
H 7.00207 0.05040 1.29056
H 6.46231 -1.93235 -0.07997
H 4.37211 -1.99726 -1.38284
H 1.47608 0.24594 0.96685
H -0.45311 1.61549 1.65526
H -1.63549 3.00364 -0.00590
H -0.87587 3.03442 -2.34687
H 1.02118 1.63549 -3.04459
H 1.28032 -1.00982 -3.68322
H 1.24981 -2.73132 -3.24327
H -1.02938 -1.85085 -3.30575
H -0.61403 -0.59227 -2.10563
*
```


*x*
ORCA calculation (ωB97M-V with the def2-TZVPD basis set) on a single C23H30N4O3 molecule.

Output
* SMILES string: CC(C)CC(=O)N1CCN(c2ccc([N+](=O)[O-])c(N[C@@H](C)c3ccccc3)c2)CC1
* Kohn-Sham gap: 8.04 eV
* HOMO energy: -8.1 eV
* M: 410.518 Da

Geometry as ORCA input:
```
! RIJCOSX wB97M-V def2-TZVPD def2/J DEFGRID3
* xyz 0 1
C -7.29776 -0.52523 0.95968
C -6.56168 0.68096 0.38368
C -7.54952 1.78487 0.01284
C -5.74910 0.26405 -0.85406
C -4.61252 -0.67126 -0.49175
O -4.68527 -1.87009 -0.68740
N -3.52125 -0.12855 0.11097
C -3.18984 1.26808 0.25312
C -2.00470 1.59316 -0.66726
N -0.87769 0.75080 -0.34650
C 0.40173 1.22347 -0.23028
C 0.64886 2.51589 0.29134
C 1.92982 2.94853 0.46231
C 3.03788 2.14872 0.14091
N 4.30892 2.68167 0.38145
O 4.39658 3.81441 0.83270
O 5.31088 1.99812 0.13944
C 2.81971 0.84656 -0.39263
N 3.84690 0.04758 -0.73155
C 3.73639 -1.30621 -1.22333
C 5.14619 -1.84650 -1.45902
C 2.99441 -2.20179 -0.25101
C 2.09899 -3.15726 -0.71357
C 1.41943 -3.97222 0.17468
C 1.63008 -3.83967 1.53658
C 2.52737 -2.89453 2.00443
C 3.20706 -2.08106 1.11588
C 1.49322 0.43618 -0.57339
C -1.19360 -0.65427 -0.47015
C -2.39398 -0.97959 0.42839
H -7.80602 -0.25715 1.88314
H -6.60241 -1.33435 1.16729
H -8.03882 -0.88856 0.25130
H -5.87737 1.06542 1.14862
H -7.03005 2.66817 -0.35400
H -8.13894 2.07155 0.88045
H -8.22866 1.43939 -0.76328
H -5.37582 1.14283 -1.38189
H -6.40297 -0.28565 -1.53327
H -4.03571 1.90578 0.00970
H -2.89904 1.45281 1.29432
H -1.73514 2.64353 -0.58288
H -2.31237 1.39986 -1.70720
H -0.16558 3.15255 0.59479
H 2.12880 3.92613 0.87428
H 4.77415 0.42203 -0.54669
H 3.19600 -1.30022 -2.18282
H 5.67774 -1.21653 -2.16818
H 5.09674 -2.85750 -1.85501
H 5.69913 -1.86782 -0.52294
H 1.92867 -3.26030 -1.77669
H 0.72155 -4.70781 -0.19705
H 1.09670 -4.47189 2.23049
H 2.69841 -2.78987 3.06554
H 3.90145 -1.34078 1.48495
H 1.32772 -0.53094 -1.01190
H -0.35010 -1.26020 -0.14264
H -1.44114 -0.91017 -1.51011
H -2.70398 -2.01501 0.28172
H -2.11578 -0.82358 1.47611
*
```


Which of them is the most stable, and which is the least stable? *w* and *x*, in that order.


*w*
ORCA calculation (ωB97M-V with the def2-TZVPD basis set) on a molecular structure, C4H12OP2.

Output
* Kohn-Sham gap (alpha / beta): 8.69 / 8.69 eV
* HOMO energy (alpha / beta): -8.5 / -8.5 eV
* M: 138.087 Da

Geometry as ORCA input:
```
! RIJCOSX wB97M-V def2-TZVPD def2/J DEFGRID3
* xyz 0 1
C -1.83646 0.54230 -1.40418
C -1.71294 0.61701 1.39289
C 1.56366 -0.56614 1.56157
C 1.67619 -0.67314 -1.55480
O 0.93406 2.30970 -0.02791
P -1.23712 -0.62727 -0.02771
P 0.80628 0.06619 -0.05721
H -1.97435 -0.15407 -2.37317
H -1.06909 1.25489 -1.42771
H -2.91758 0.76164 -1.10758
H -2.78494 0.85806 1.10919
H -1.07789 1.40767 1.30738
H -1.51538 0.09912 2.30840
H 1.17186 -1.50755 1.72185
H 2.55258 -0.28323 1.54451
H 1.12613 0.02523 2.37961
H 0.90089 -0.66706 -2.29912
H 2.55399 0.02249 -1.62921
H 2.02851 -1.66500 -1.07323
*
```


*x*
ORCA calculation (ωB97M-V with the def2-TZVPD basis set) on a molecular structure, C4H12OP2.

Output
* Kohn-Sham gap: 7.70 eV
* HOMO energy: -7.3 eV
* M: 138.087 Da

Geometry as ORCA input:
```
! RIJCOSX wB97M-V def2-TZVPD def2/J DEFGRID3
* xyz 0 1
C 1.32668 -1.31685 -0.16952
C -2.76533 -1.06281 -0.67820
C 1.48327 0.84066 1.76234
C 0.81126 1.37621 -1.19086
O -1.26308 0.88095 0.59086
P -2.62249 0.73242 -0.16229
P 0.84814 0.17570 0.14269
H 1.20780 -1.72670 -1.17387
H 1.37868 -1.91553 0.70421
H -3.81643 -1.24251 -0.58280
H -2.14754 -1.73660 -0.11736
H -2.47071 -1.19800 -1.86912
H 2.33618 0.25464 1.93187
H 1.72152 1.72437 1.34543
H 0.86449 0.82615 2.57946
H 1.75724 1.72552 -1.74068
H -0.01116 1.10816 -1.79709
H 0.56476 2.31218 -0.70826
H -2.17962 1.19811 -1.56302
*
```


Which of them is the most stable, and which is the least stable? *x* and *w*, in that order.


*w*
ORCA calculation (ωB97M-V with the def2-TZVPD basis set) on 2 unconnected molecules or ions with the total composition CH5ClN2.

Output
* Kohn-Sham gap (alpha / beta): 6.59 / 10.40 eV
* HOMO energy (alpha / beta): -6.7 / -9.6 eV
* M: 80.518 Da

Geometry as ORCA input:
```
! RIJCOSX wB97M-V def2-TZVPD def2/J DEFGRID3
* xyz 0 1
C -0.82429 -0.26211 0.38187
N 1.06882 1.65442 -0.24750
N -0.43615 -1.41068 -0.22577
Cl -2.24093 0.49253 -0.10907
H -0.44629 -0.03451 1.36210
H 1.39399 1.84644 0.69742
H 1.74788 1.01572 -0.66204
H -0.75345 -1.54775 -1.17641
H 0.49042 -1.75405 -0.02058
*
```


*x*
ORCA calculation (ωB97M-V with the def2-TZVPD basis set) on 2 unconnected molecules or ions with the total composition CH5ClN2.

Output
* Kohn-Sham gap (alpha / beta): 8.40 / 8.39 eV
* HOMO energy (alpha / beta): -8.0 / -8.0 eV
* M: 80.518 Da

Geometry as ORCA input:
```
! RIJCOSX wB97M-V def2-TZVPD def2/J DEFGRID3
* xyz 0 1
C -0.36655 0.14907 0.26796
N 0.40731 0.78278 -0.74364
N -1.03694 -1.83196 0.98657
Cl -1.24119 -2.94301 -0.28404
H -0.15852 -2.09171 1.44753
H 0.05219 0.28770 1.24856
H -1.41705 0.36069 0.17024
H 0.00770 0.69629 -1.66922
H 1.39632 0.59069 -0.73034
*
```


Which of them is the most stable, and which is the least stable? *w* and *x*, in that order.